--- A ---
Molecular formula: C5H13N2O
Method: DFT, ωB97M-V/def2-TZVPD

```
21
Properties=species:S:1:pos:R:3
C 0.70425 -0.64910 2.32857
H -0.53936 1.15016 0.47310
H -1.89831 -0.62506 -1.74148
H -0.27724 -0.81896 2.64397
H 0.49605 -0.70027 -1.75146
O -1.37949 -1.31764 0.15376
H -2.65303 -0.00497 -0.37074
N 1.08551 -1.17419 0.99454
H -1.59129 1.63501 -2.27577
H 0.74107 0.42606 2.53931
C 1.80840 -0.35155 -0.02958
H 0.16980 -1.56287 0.66785
C -0.52838 0.77615 -0.61757
N -1.00084 1.82452 -1.51228
H 1.37645 0.87694 -1.70937
H 2.22340 0.53434 0.39442
H 1.13960 -1.28519 3.05638
C 0.75590 0.15435 -1.10395
H 2.57786 -1.00868 -0.51513
H -1.56021 2.44552 -0.95841
C -1.65013 -0.32458 -0.66618
```

Total charge: -1
HOMO energy: -2.58 eV
Orbital gap: 6.870 eV
SMILES string: CNCC[C@@H](N)C[O-]



--- B ---
Molecular formula: C5H13N2O
Method: DFT, ωB97M-V/def2-TZVPD

```
21
Properties=species:S:1:pos:R:3
C 0.34236 -0.68219 2.27351
C 1.48586 -0.21921 1.74096
N 2.11613 -0.69141 0.60200
H -0.14784 -1.56957 1.88133
O 1.19585 0.20903 -1.57826
H -0.52335 -0.77348 -3.02434
H -1.78642 0.41876 -3.37581
H -1.12174 -0.55369 -0.57055
H 0.25674 1.51202 -0.26049
H 3.11786 -0.66522 0.71513
H 1.97605 0.63979 2.21948
C 0.14126 1.02466 -1.25136
H -2.20872 -1.13201 -2.58046
C -1.18413 0.27744 -1.28339
N -0.30167 0.06272 3.32098
H 1.75009 -0.22106 -0.40695
C -1.45705 -0.34455 -2.66486
H -1.19612 0.43865 3.02121
H -0.46234 -0.48943 4.15413
H 0.05669 1.88155 -1.96343
H -2.04954 0.87721 -0.96884
```

Total charge: -1
HOMO energy: -3.10 eV
Orbital gap: 7.175 eV



B is preferred energetically. Next in line: 0.0414 hartree higher.



--- A ---
Molecular formula: N2O3S
Method: DFT, ωB97M-V/def2-TZVPD

```
6
Properties=species:S:1:pos:R:3
O -1.24311 0.69476 -0.97417
N -1.55287 0.01152 -0.10059
O 1.59539 -1.16061 -0.36548
O 1.07423 0.92035 0.76054
S 1.99968 0.17964 -0.04866
N -1.87332 -0.64566 0.72835
```

HOMO energy: -11.88 eV
Orbital gap: 10.523 eV



--- B ---
Molecular formula: N2O3S
Method: DFT, ωB97M-V/def2-TZVPD

```
6
Properties=species:S:1:pos:R:3
O 1.38607 -0.75663 0.45037
N -1.93415 -1.28502 -0.19525
O 1.53201 1.11215 -1.10160
N -1.41712 -0.38510 0.16804
S 1.35822 0.67586 0.23417
O -0.92502 0.63874 0.44427
```

HOMO energy: -11.44 eV
Orbital gap: 10.899 eV



A is preferred energetically. Next in line: 0.0113 hartree higher.



--- A ---
Molecular formula: C4H4FNO3
Method: DFT, ωB97M-V/def2-TZVPD

```
13
Properties=species:S:1:pos:R:3
C 1.52367 0.38711 0.43106
N 1.36050 -1.03573 -0.56541
H -1.08015 -1.27148 0.70131
C -1.06744 -0.75070 -0.23181
O 0.71394 2.51249 -0.05969
F 1.68999 -2.28837 0.13758
H -1.54071 0.71947 0.98327
H -2.03768 -0.98708 -0.89504
H -1.56636 1.26761 -0.65160
C 0.37538 1.37502 0.09030
O 0.10977 -1.17442 -1.07567
C -0.94803 0.75101 0.02892
O 2.46712 0.49506 1.10680
```

HOMO energy: -9.51 eV
Orbital gap: 8.482 eV
SMILES string: O=C1CCON(F)C1=O



--- B ---
Molecular formula: C4H4FNO3
Method: DFT, ωB97M-V/def2-TZVPD

```
13
Properties=species:S:1:pos:R:3
O -1.75696 0.33021 -1.78889
C -0.00612 -0.45879 -0.08013
O -1.09788 2.37997 -2.04287
H 1.37322 -2.01919 0.34719
C 0.04305 0.91698 -0.53719
H 2.03313 -0.43489 0.43975
H 0.11478 0.34529 2.07146
F -0.88707 -1.49844 1.91833
C 1.17118 -1.01912 0.62801
N -1.04132 1.27112 -1.54777
C 0.04646 -0.60536 1.48356
H -0.79904 -1.02774 -0.63837
O 0.80658 1.81998 -0.25310
```

HOMO energy: -10.97 eV
Orbital gap: 9.951 eV
SMILES string: O=C([C@H]1C[C@@H]1F)[N+](=O)[O-]



B is preferred energetically. Next in line: 0.0395 hartree higher.



--- A ---
Molecular formula: C2H4IPS
Method: DFT, ωB97M-V/def2-TZVPD

```
9
Properties=species:S:1:pos:R:3
H -0.62721 2.24713 -0.15282
P -0.54857 -1.06590 0.68765
H 0.15969 0.00836 -1.32820
C -0.91226 -0.10357 -0.82183
H -1.62130 -0.56048 -1.46458
I 2.06635 -1.02013 2.76662
S -1.70499 1.49523 -0.45511
C 1.03034 -0.87114 0.99254
H 2.15795 -0.12950 -0.22428
```

HOMO energy: -8.99 eV
Orbital gap: 8.546 eV



--- B ---
Molecular formula: C2H4IPS
Method: DFT, ωB97M-V/def2-TZVPD

```
9
Properties=species:S:1:pos:R:3
H 1.01966 1.26668 0.10116
S -1.27231 -0.17722 1.87851
H -2.35059 -0.24236 -0.59275
C 1.10229 0.28401 0.44346
I -0.41020 0.34965 -2.71441
P -1.16765 -1.00272 -0.84481
C -0.26699 -0.16568 0.58627
H 1.79304 -0.29496 -0.28168
H 1.55274 -0.01740 1.42425
```

HOMO energy: -8.69 eV
Orbital gap: 7.914 eV



B is preferred energetically. Next in line: 0.1358 hartree higher.



--- A ---
Molecular formula: C3H9NO4
Method: DFT, ωB97M-V/def2-TZVPD

```
17
Properties=species:S:1:pos:R:3
H -0.14499 1.00617 -1.65901
H 2.19912 1.60718 1.61926
O -2.20172 0.38919 -0.64320
H -1.28903 -2.31869 -0.30732
H -0.69084 -1.49093 -1.76634
O -0.80103 -0.38036 1.35111
C -0.23208 0.97211 -0.57797
C -0.75911 -0.27646 -0.00100
H -0.47169 1.88985 -0.04907
H -2.60102 0.81496 0.13180
C -0.56917 -1.59049 -0.68803
H 0.42352 -1.99243 -0.45676
O 1.39141 1.12265 1.37629
O 2.23849 -0.18523 -0.36445
H 2.12246 -0.78228 0.39716
H -0.10650 0.21729 1.71858
N 1.49218 0.99746 -0.08106
```

HOMO energy: -8.64 eV
Orbital gap: 9.189 eV
SMILES string: CC(O)(O)CN(O)O



--- B ---
Molecular formula: C3H9NO4
Method: DFT, ωB97M-V/def2-TZVPD

```
17
Properties=species:S:1:pos:R:3
H 1.48293 1.05979 0.12320
H -1.62557 -2.24008 -1.03256
H -0.28347 -2.63132 0.77134
H -2.35005 0.69897 -2.81678
O 1.18252 1.99090 0.03308
H 0.23464 1.78398 0.14057
H 3.47452 3.65250 5.71138
C -0.08398 -1.69490 0.22855
C -2.06358 -0.29268 -2.43348
O -2.90960 -1.15354 -2.53405
C -0.71423 -0.56016 -1.84400
H -0.22434 0.30568 -1.40814
O 0.71441 -0.85273 0.57290
H 4.10893 2.39415 5.16183
N -0.82950 -1.66638 -0.90605
H -0.05979 -0.85746 -2.67103
O 3.24710 2.84388 5.25897
```

HOMO energy: -10.41 eV
Orbital gap: 10.892 eV
SMILES string: O=CCNC=O.O.O



B is preferred energetically. Next in line: 0.1691 hartree higher.



--- A ---
Molecular formula: CCl4OS
Method: DFT, ωB97M-V/def2-TZVPD

```
7
Properties=species:S:1:pos:R:3
Cl -1.52768 0.40513 1.46218
C -0.72620 0.30421 -0.13242
Cl 0.35114 1.72217 -0.29241
Cl 2.79529 -0.63376 -0.12301
S 1.13346 -1.29675 0.78281
O -0.07274 -0.86626 -0.29146
Cl -1.95327 0.36526 -1.40569
```

HOMO energy: -9.78 eV
Orbital gap: 9.669 eV
SMILES string: ClSOC(Cl)(Cl)Cl



--- B ---
Molecular formula: CCl4OS
Method: DFT, ωB97M-V/def2-TZVPD

```
7
Properties=species:S:1:pos:R:3
Cl -1.92904 0.80129 0.24678
O 1.89226 1.52350 0.52157
Cl 3.61200 -0.16573 -0.62561
C -2.78060 0.01315 -0.87721
Cl -2.51276 -1.61827 -0.95290
Cl 1.09851 -1.24129 0.98526
S 1.62101 0.38506 -0.23087
```

HOMO energy: -9.33 eV
Orbital gap: 8.250 eV



A is preferred energetically. Next in line: 0.0958 hartree higher.



--- A ---
Molecular formula: C23H26N2O3S
Method: DFT, ωB97M-V/def2-TZVPD

```
55
Properties=species:S:1:pos:R:3
H 5.86335 -3.58510 0.13833
C -2.92385 1.49258 -2.04337
H 3.38680 -3.66216 0.22294
C 2.13010 -0.81520 -1.23922
C -0.43910 0.53125 1.25934
H 3.47358 -3.26237 -1.48921
H 3.31546 0.99007 -1.28672
H -3.21770 2.54253 -2.07796
O 2.07845 2.82348 -0.60310
C 6.90704 -1.72725 0.27557
C 6.80993 -0.34834 0.18288
C 5.78798 -2.50921 0.06478
H -6.31840 -2.33912 1.50884
H -5.02178 1.15486 -1.51518
C 3.15122 0.13494 -0.61468
N -3.72032 -0.04854 -0.38601
H -7.06912 -3.01459 0.05152
H 1.16100 -0.31796 -1.28908
N 2.61508 0.65001 0.64397
H 5.50468 1.30405 -0.19724
H 2.44720 -1.06035 -2.25506
C 0.06658 1.40913 0.32118
C -6.90514 -0.00815 -0.02771
C 2.04758 -2.08105 -0.39681
C -6.77682 -2.09522 0.55290
C -1.92228 1.25404 -0.95388
O -4.14190 -1.44968 1.33947
H 1.84763 -1.79619 0.63718
O 1.80337 2.67088 1.84674
H 1.23209 -2.71979 -0.74017
H -8.17134 -0.74662 1.64944
H -2.51721 1.22912 -3.02040
H -6.53244 0.75536 0.65317
C 4.55557 -1.93932 -0.23885
C -1.70415 -0.01464 1.10298
C -5.88908 -1.14899 -0.27200
C -4.10068 0.58380 -1.64790
H -5.80779 -1.43512 -1.32140
H -4.27775 -0.18477 -2.40670
H -2.11134 -0.70349 1.82302
H 0.16934 0.28289 2.11331
S 1.71213 2.05331 0.55552
C -2.43939 0.35533 -0.01469
C -0.66261 1.78624 -0.79509
C -7.85832 -1.00921 0.64204
H -0.22811 2.47612 -1.50073
H 3.30215 0.72868 1.37832
H -8.74126 -1.22623 0.04463
H -7.29301 0.47116 -0.92505
C 4.46290 -0.55363 -0.33744
C 3.37110 -2.83194 -0.48677
H 7.67879 0.27154 0.34530
H 7.85335 -2.19042 0.51265
C 5.59237 0.22913 -0.12071
C -4.51137 -0.91839 0.31368
```

HOMO energy: -8.54 eV
Orbital gap: 9.082 eV
SMILES string: O=C(C1CCC1)N1CCc2cc(S(=O)(=O)N[C@@H]3CCCc4ccccc43)ccc21



--- B ---
Molecular formula: C23H26N2O3S
Method: DFT, ωB97M-V/def2-TZVPD

```
55
Properties=species:S:1:pos:R:3
H -2.64134 1.29715 -0.75786
H -4.03261 -2.16792 -0.97393
C -0.98877 -2.45137 -0.44814
H -2.79282 2.78066 2.21300
C -1.58597 0.76671 1.82138
C 0.51284 2.67748 1.70234
C 1.60257 -0.78072 1.44266
H 3.27807 2.00248 0.95955
C 3.96403 0.12118 0.44836
C -1.75853 2.40253 1.97663
H -3.75822 -0.30400 -3.20144
H -5.94131 -0.13147 -1.83175
H 1.75492 0.40272 -1.31008
C -3.65702 -1.39147 -0.19441
C -5.10799 0.32249 -1.54333
H 2.68908 2.04954 -1.28616
C 4.65426 -0.47466 -1.95295
H -0.12741 -3.22529 -0.55544
H -1.94018 -3.22805 -0.37401
H 3.87976 0.91868 2.27497
C 5.90537 -1.45615 -0.26159
C 3.87983 0.21294 -1.08013
H 6.57894 -1.78934 0.32032
C -0.42950 0.54474 1.62699
N -2.34644 -0.55853 -0.87240
C -4.66276 -0.20501 -0.14742
H 6.16601 -1.86638 -2.18459
H -5.54875 1.36045 -1.18794
H -3.93710 1.45925 -2.64385
C 0.80597 1.16925 1.61338
C 0.15917 -0.66409 1.67687
H -2.47171 0.26071 2.01152
O 0.07595 -3.40264 2.22414
H -4.45106 0.50958 0.84232
N 1.85020 0.60190 1.30492
O -0.17837 -0.87420 -1.31719
H 2.45234 -1.57439 1.32904
C 2.62253 0.99591 -1.54269
H -1.65713 0.92538 -2.10104
O -1.97472 -2.07924 2.28217
H -5.45580 -0.87901 0.51967
C -0.70868 3.16606 1.62967
H 2.73554 1.01773 -2.60649
H 5.39717 -0.38368 1.69861
H 4.27320 -0.54985 -3.02898
H -0.76845 4.35494 1.70596
C 5.06960 -0.58930 0.80103
S -0.80194 -2.27100 1.74907
C -3.82224 0.56227 -2.30656
C 5.61509 -1.34326 -1.48139
C -1.07582 -1.24692 -0.85293
H 1.37143 3.34200 1.53812
H -3.30876 -1.86222 0.72365
C 3.23193 1.09466 1.13411
C -2.59438 0.43076 -1.52575
```

HOMO energy: -7.69 eV
Orbital gap: 7.792 eV



A is preferred energetically. Next in line: 0.7707 hartree higher.



--- A ---
Molecular formula: C7H14N4O
Method: DFT, ωB97M-V/def2-TZVPD

```
26
Properties=species:S:1:pos:R:3
N -0.63821 0.00985 0.30896
H -3.07590 -0.98882 1.44594
H 3.68837 0.41461 0.01935
C -1.85404 -0.08846 -0.24034
N -0.00433 0.70690 -0.66343
H 2.14443 2.30798 1.16940
C 2.45919 -1.15111 -0.79718
H 1.33483 -0.90112 1.19430
H -4.26539 0.89435 0.38707
H 3.08299 -1.86643 -0.45798
C 1.97184 1.38202 -0.54284
C 2.59808 0.13463 0.02424
H -2.94519 -1.89311 -0.11240
C -2.98977 -0.82081 0.31395
N -0.68067 1.15797 -1.62706
N -1.89145 0.61109 -1.41626
H 2.93179 -0.88282 1.88146
C 2.16680 -0.31458 1.40504
C -4.31639 -0.14842 0.07236
H 2.69371 -0.94563 -1.86553
H 1.78937 0.44986 2.17241
H 2.09463 1.50442 -1.67084
H 1.42262 -1.39244 -0.78154
H -5.00596 -0.73201 0.56447
O 2.03195 2.51538 0.12775
H -4.74333 0.03669 -0.91129
```

HOMO energy: -9.46 eV
Orbital gap: 9.809 eV



--- B ---
Molecular formula: C7H14N4O
Method: DFT, ωB97M-V/def2-TZVPD

```
26
Properties=species:S:1:pos:R:3
H -3.51424 -0.64533 -3.28142
C 0.64934 1.56099 1.45181
C -1.85147 -0.14788 -1.99953
N -0.83330 -0.43445 -1.30590
H 0.71719 -3.02608 -0.06341
H 2.48811 1.01936 2.61536
N 0.44643 1.53097 0.08039
H 1.26170 -1.35227 -0.15301
H -2.19983 -1.85060 -3.26493
C 1.90124 1.14907 1.72731
H -3.31900 -1.73944 -1.89405
C -2.77169 -1.14143 -2.64395
N -0.36585 2.02182 2.28894
H -0.59438 -0.65897 1.39189
O 2.50297 0.84601 0.51740
H -0.37345 1.58557 3.19856
H -1.26563 1.95930 1.83177
H 1.83300 0.94413 -1.43094
H -1.11121 -2.34985 1.54012
H -1.31832 -2.36848 -1.11659
H 0.47348 -1.84969 2.16581
N -0.50798 -1.75934 -1.13399
C 0.37958 -1.98027 -0.00605
C 1.56828 1.10800 -0.39242
H -2.03507 0.91990 -2.13821
C -0.24883 -1.69325 1.35512
```

HOMO energy: -8.21 eV
Orbital gap: 9.152 eV
SMILES string: C/C=N\NCC.Nc1cocn1



B is preferred energetically. Next in line: 0.0723 hartree higher.



--- A ---
Molecular formula: C22H24FN3O3
Method: DFT, ωB97M-V/def2-TZVPD

```
53
Properties=species:S:1:pos:R:3
C 0.38416 2.15318 -0.56590
C -3.95260 4.16836 -5.05218
H -5.41649 0.59682 -5.51671
H 2.44519 1.85042 2.77041
H 5.66261 -4.98898 3.47943
H 0.45917 3.19722 -0.88431
O 1.47807 1.81074 0.29582
C -4.25063 1.92341 -4.25720
H 2.98587 -6.34489 3.97083
H 3.72628 -2.17338 1.11450
H 4.95165 -4.34768 1.20671
C -0.35490 0.53661 0.98555
H -2.44686 4.01956 -2.39923
C 0.78678 1.42398 1.51331
C -2.99857 3.19967 -2.82813
H -4.85508 4.63979 -6.91125
H -1.02941 0.19600 1.76697
H 0.36316 1.50642 -1.44736
H 4.03589 -5.57089 5.13857
F -3.43851 5.40206 -4.88275
N -2.12603 2.14131 -0.11017
C 3.26014 -2.41269 2.06536
C 3.41332 -3.63540 2.57214
H -0.91894 2.38791 2.52328
H 3.51878 -5.37019 1.34660
H -4.08654 0.20130 -2.99974
O -2.75003 0.09574 -0.93499
C 2.90302 -4.16301 3.89195
C 1.78370 1.00777 2.55024
H -5.79082 2.35512 -7.20802
H -0.09806 -0.26518 0.29679
H 1.27525 0.71237 3.46623
C -3.13834 1.93740 -2.31745
N -3.88689 1.17170 -3.17600
C 3.65124 -5.49326 4.12206
H -2.24012 3.11049 -0.38229
C 4.20934 -4.72932 1.90698
H 3.05294 -3.43028 4.68248
H 0.11235 3.57387 1.62413
N 2.54827 -0.13289 2.10238
C -0.79017 1.89262 0.38512
H 3.03553 -0.06181 1.22590
C -5.00771 1.58956 -5.38652
C -2.61981 1.29278 -1.09316
C -5.21079 2.57550 -6.32183
H 1.82133 -4.29947 3.83792
O 1.83090 -1.50996 3.75160
C -0.25141 2.54771 1.67954
C -3.71074 3.21030 -4.06530
C 4.78530 -5.50999 3.08820
C -4.68656 3.87519 -6.16639
H 5.09657 -6.51902 2.81833
C 2.47920 -1.34459 2.72756
```

HOMO energy: -8.53 eV
Orbital gap: 8.734 eV



--- B ---
Molecular formula: C22H24FN3O3
Method: DFT, ωB97M-V/def2-TZVPD

```
53
Properties=species:S:1:pos:R:3
F 7.25589 -3.08948 -0.70071
C -2.96702 0.23264 1.09213
H 3.15504 1.53474 -1.28042
N 3.86201 0.81708 1.24620
C 1.49292 0.57040 0.60340
C 0.30954 1.31891 -2.11939
H 3.24191 -1.78584 0.77738
C -2.79132 0.44731 -0.27046
C -7.34560 -1.64499 0.43829
H -2.18369 0.48890 1.78729
N 1.52216 1.90697 0.03707
H 4.84612 2.40406 0.28653
H 7.89828 -0.60329 -0.31077
H 1.71094 -0.20698 -0.14924
C -7.02058 -3.00252 -0.17786
H 3.57909 2.85593 1.44517
C 2.83984 2.22552 -0.47752
H -7.61633 -0.91716 -0.33622
C -0.89335 2.02111 -0.14716
H 0.14366 1.90303 -3.02587
C -4.99392 -0.41479 -0.69216
C 6.01238 0.12360 0.40163
N -1.56568 0.97704 -0.75764
H -6.79341 -3.71809 0.60830
H -3.67829 0.29705 -2.21194
C -5.17823 -0.63820 0.66943
H -8.18957 -1.74231 1.12680
H 2.82218 3.24053 -0.87946
H 4.77507 -3.48969 -0.04384
C 6.87381 -0.84268 -0.07312
C 4.25503 -1.49649 0.55019
H 2.27588 1.26348 2.47184
C -3.80999 0.13061 -1.15473
O -1.29334 2.65102 0.79185
H -7.87451 -3.36104 -0.74589
O -1.27545 -0.48714 -2.50575
H 1.17979 0.68643 -2.29255
C 4.67807 -0.17204 0.71564
O -6.29491 -1.14952 1.24567
C 0.43908 2.21260 -0.87595
C -0.91249 0.46405 -1.86903
H 2.52730 -0.46896 2.21241
C -4.15034 -0.29816 1.55347
C 3.86058 2.14275 0.66520
H -4.30622 -0.46745 2.60675
H 0.50242 0.38162 1.02158
H -5.76335 -0.65239 -1.40897
C 2.53504 0.50542 1.72580
H 0.54096 3.27075 -1.13877
H -6.15954 -2.93460 -0.83823
H 6.39338 1.12113 0.55218
C 6.41475 -2.13727 -0.23225
C 5.11403 -2.47360 0.08376
```

HOMO energy: -7.75 eV
Orbital gap: 8.413 eV
SMILES string: CCOc1ccc(N2C(=O)C[C@H](N3CCN(c4ccc(F)cc4)CC3)C2=O)cc1



B is preferred energetically. Next in line: 0.0160 hartree higher.